# 1
ORCA calculation (wB97M-V/def2-TZVPD) on 2 unconnected molecules or ions with the total composition C3H11N2O at a distorted geometry.

Geometry as XYZ:
```
17
Properties=species:S:1:pos:R:3
C -1.873 -0.872 -1.122
C -0.845 -0.238 -0.249
C -0.530 1.068 -0.273
N 0.426 1.507 0.810
N -0.343 -0.997 0.854
H -1.515 -1.445 -1.972
H -2.521 -0.063 -1.478
H -2.536 -1.491 -0.514
H -0.558 1.824 -1.037
H 0.575 2.487 1.015
H 1.329 1.020 0.609
H 0.093 1.028 1.652
H -1.073 -1.605 1.213
H 0.398 -1.643 0.601
H 3.450 -0.212 0.612
H 2.748 -0.477 -0.752
O 2.772 0.110 0.029
```

Summary:
**Energy**: -8310.3549 eV
**Spin multiplicity**: 1
**HOMO**: -14.044 eV
**Molecular weight**: 91.13 g/mol
**Kohn-Sham gap**: 0.403 hartree
**LUMO level**: -3.080 eV
**Net charge**: +1
**Energy relative to the best compared isomer or geometry (same formula, charge and spin)**: 33.1 kcal/mol

Partial atomic charges computed with the natural (NBO) method, in multiples of e: C -0.669; C 0.211; C -0.101; N -0.729; N -0.882; H 0.253; H 0.242; H 0.238; H 0.241; H 0.440; H 0.477; H 0.454; H 0.391; H 0.396; H 0.503; H 0.503; O -0.969

# 2
ORCA calculation (wB97M-V/def2-TZVPD) on 6 unconnected molecules or ions with the total composition C29H51N3O18PS at a distorted geometry.

Geometry as XYZ:
```
103
Properties=species:S:1:pos:R:3
C 8.662 -3.670 -0.031
C 7.846 -4.318 1.126
C 6.791 -3.359 1.665
C 5.629 -3.179 0.647
C 5.292 -1.682 0.492
C 4.483 -1.291 1.744
N 3.100 -1.723 1.359
C 3.112 -1.937 0.007
N 2.198 -2.596 -0.647
P 0.906 -3.441 0.302
C -0.423 -2.240 0.501
O 0.309 -4.479 -0.817
N 4.238 -1.307 -0.500
S 4.576 -1.292 -2.159
C 5.439 -2.755 -2.678
O 3.355 -1.148 -2.894
O 5.511 -0.222 -2.332
H 8.670 -4.287 -0.926
H 8.223 -2.701 -0.288
H 9.676 -3.465 0.305
H 8.515 -4.624 1.927
H 7.384 -5.227 0.736
H 7.240 -2.393 1.908
H 6.376 -3.778 2.583
H 4.783 -3.767 1.014
H 5.943 -3.654 -0.279
H 6.247 -1.181 0.361
H 4.802 -1.794 2.651
H 4.554 -0.220 1.926
H 2.885 -2.605 1.835
H 2.310 -2.626 -1.659
H -0.555 -1.598 -0.373
H -1.351 -2.795 0.650
H -0.274 -1.633 1.393
H 0.755 -4.413 -1.672
H 6.343 -2.848 -2.084
H 4.800 -3.633 -2.603
H 5.722 -2.565 -3.711
C 6.902 2.176 -3.128
C 7.448 3.459 -2.555
C 8.208 4.348 -3.514
O 9.116 5.029 -2.639
C 9.342 4.223 -1.572
O 10.182 4.396 -0.753
O 8.466 3.183 -1.575
H 6.585 1.511 -2.334
H 6.053 2.373 -3.783
H 7.670 1.651 -3.700
H 6.653 4.021 -2.056
H 7.581 5.063 -4.040
H 8.792 3.775 -4.238
C -6.422 -3.977 -1.876
C -5.514 -2.845 -1.467
C -4.038 -3.171 -1.473
O -3.530 -2.278 -0.469
C -4.541 -2.026 0.401
O -4.397 -1.473 1.444
O -5.712 -2.499 -0.076
H -7.457 -3.739 -1.635
H -6.345 -4.154 -2.949
H -6.165 -4.896 -1.348
H -5.726 -1.952 -2.059
H -3.553 -2.983 -2.427
H -3.840 -4.198 -1.155
C -8.452 1.396 2.700
C -8.493 0.944 1.263
C -7.262 0.227 0.765
O -7.285 0.520 -0.641
C -7.929 1.706 -0.797
O -7.960 2.328 -1.808
O -8.530 2.073 0.360
H -9.267 2.079 2.915
H -8.531 0.542 3.371
H -7.522 1.923 2.911
H -9.391 0.346 1.079
H -7.291 -0.846 0.929
H -6.338 0.629 1.187
C 0.244 0.459 -2.390
C -1.131 1.040 -2.592
C -1.423 2.309 -1.821
O -2.842 2.235 -1.652
C -3.195 0.925 -1.665
O -4.259 0.501 -1.368
O -2.138 0.159 -2.068
H 0.293 -0.550 -2.800
H 0.999 1.070 -2.883
H 0.488 0.394 -1.326
H -1.331 1.178 -3.658
H -1.151 3.217 -2.353
H -0.956 2.312 -0.833
C -5.866 6.060 3.866
C -7.057 5.638 4.686
C -6.781 5.365 6.148
O -7.794 4.404 6.472
C -8.107 3.739 5.334
O -8.776 2.758 5.281
O -7.551 4.353 4.260
H -6.103 6.019 2.803
H -5.570 7.077 4.120
H -5.019 5.393 4.039
H -7.872 6.357 4.572
H -6.875 6.242 6.783
H -5.804 4.903 6.307
```

Summary:
**Energy**: -92344.8627 eV
**Spin multiplicity**: 1
**HOMO**: -11.495 eV
**Molecular weight**: 792.77 g/mol
**Kohn-Sham gap**: 0.299 hartree
**LUMO level**: -3.348 eV
**Net charge**: +1

Löwdin population analysis, charges in e, atoms 1 to 99: C -0.083; C -0.238; C -0.202; C -0.154; C -0.243; C -0.064; N 0.109; C -0.422; N 0.002; P 0.912; C -0.229; O -0.266; N -0.052; S 0.646; C -0.096; O -0.269; O -0.271; H 0.072; H 0.058; H 0.077; H 0.108; H 0.107; H 0.122; H 0.114; H 0.122; H 0.085; H 0.157; H 0.132; H 0.136; H 0.113; H 0.106; H 0.034; H 0.048; H 0.055; H 0.061; H 0.054; H 0.080; H 0.093; C -0.033; C -0.328; C -0.092; O 0.066; C -0.560; O 0.173; O 0.075; H 0.042; H 0.096; H 0.095; H 0.158; H 0.139; H 0.139; C -0.015; C -0.313; C -0.085; O 0.014; C -0.578; O 0.158; O 0.078; H 0.092; H 0.093; H 0.089; H 0.159; H 0.139; H 0.136; C -0.028; C -0.313; C -0.100; O 0.045; C -0.564; O 0.158; O 0.088; H 0.083; H 0.097; H 0.082; H 0.158; H 0.127; H 0.137; C -0.036; C -0.327; C -0.088; O 0.080; C -0.527; O 0.194; O 0.063; H 0.081; H 0.094; H 0.076; H 0.163; H 0.142; H 0.139; C -0.022; C -0.326; C -0.092; O 0.068; C -0.553; O 0.159; O 0.074; H 0.090; H 0.091

# 3
ORCA calculation (wB97M-V/def2-TZVPD) on 6 unconnected molecules or ions with the total composition C17H26NO21P at a distorted geometry.

Geometry as XYZ:
```
66
Properties=species:S:1:pos:R:3
N -2.250 -4.027 3.884
O -2.287 -4.013 2.440
C -1.698 -5.079 1.888
O -1.812 -6.221 2.206
O -0.984 -4.688 0.787
C 0.223 -3.986 1.071
P 0.061 -2.181 1.210
O -0.582 -1.712 2.447
O 1.551 -1.642 1.095
O -0.647 -1.687 -0.113
H -2.753 -3.167 4.080
H -1.284 -3.789 4.098
H 0.741 -4.369 1.951
H 0.874 -4.181 0.219
H 1.607 -0.940 1.767
H -1.603 -1.950 -0.086
C -6.056 -1.429 -1.419
C -5.850 -2.903 -1.714
O -4.514 -3.113 -1.231
C -4.237 -2.161 -0.328
O -3.246 -2.148 0.345
O -5.192 -1.229 -0.286
H -7.079 -1.168 -1.169
H -5.699 -0.796 -2.231
H -6.533 -3.547 -1.160
H -5.899 -3.146 -2.771
C 4.540 0.596 3.120
C 5.616 -0.295 3.713
O 4.844 -1.327 4.337
C 3.638 -1.394 3.734
O 2.835 -2.249 3.901
O 3.474 -0.335 2.895
H 4.828 1.067 2.185
H 4.196 1.359 3.820
H 6.251 -0.747 2.949
H 6.237 0.204 4.451
C 0.831 1.084 -1.546
C 2.307 0.853 -1.799
O 2.828 2.191 -1.795
C 1.983 2.971 -1.083
O 2.222 4.088 -0.750
O 0.846 2.309 -0.797
H 0.364 0.284 -0.981
H 0.267 1.244 -2.466
H 2.783 0.288 -0.996
H 2.519 0.372 -2.750
C -1.700 -2.731 -4.339
C -0.633 -1.835 -3.739
O -1.335 -0.594 -3.582
C -2.658 -0.858 -3.504
O -3.492 -0.078 -3.176
O -2.902 -2.150 -3.819
H -1.625 -3.769 -4.029
H -1.727 -2.677 -5.428
H -0.307 -2.177 -2.754
H 0.231 -1.695 -4.383
C 0.930 7.633 0.105
C 2.402 7.393 -0.163
O 2.929 8.727 -0.158
C 2.100 9.516 0.563
O 2.339 10.631 0.892
O 0.955 8.854 0.855
H 0.460 6.844 0.685
H 0.360 7.797 -0.811
H 2.881 6.821 0.632
H 2.597 6.909 -1.114
```

Summary:
**SMILES**: NOC(=O)OCP(=O)(O)O.O=C1OCCO1.O=C1OCCO1.O=C1OCCO1.O=C1OCCO1.O=C1OCCO1
**Energy**: -71828.6088 eV
**Spin multiplicity**: 1
**HOMO**: -9.738 eV
**Molecular weight**: 611.36 g/mol
**Kohn-Sham gap**: 0.363 hartree
**LUMO level**: 0.138 eV

Partial atomic charges computed with the natural (NBO) method, in multiples of e: N -0.483; O -0.399; C 0.976; O -0.545; O -0.530; C -0.468; P 2.331; O -1.107; O -1.000; O -1.038; H 0.359; H 0.348; H 0.225; H 0.222; H 0.532; H 0.540; C -0.110; C -0.100; O -0.479; C 0.999; O -0.629; O -0.469; H 0.206; H 0.217; H 0.189; H 0.210; C -0.098; C -0.100; O -0.484; C 0.971; O -0.564; O -0.518; H 0.207; H 0.192; H 0.188; H 0.209; C -0.106; C -0.103; O -0.494; C 0.973; O -0.601; O -0.485; H 0.231; H 0.193; H 0.189; H 0.199; C -0.099; C -0.107; O -0.495; C 0.974; O -0.584; O -0.492; H 0.212; H 0.187; H 0.204; H 0.203; C -0.098; C -0.097; O -0.494; C 0.967; O -0.575; O -0.494; H 0.208; H 0.182; H 0.187; H 0.214

# 4
ORCA calculation (wB97M-V/def2-TZVPD) on 2 unconnected molecules or ions with the total composition C2H5NS at a distorted geometry.

Geometry as XYZ:
```
9
Properties=species:S:1:pos:R:3
C 0.051 -0.759 -0.131
C -0.256 0.679 -0.320
N 0.926 0.277 0.329
S 3.651 0.058 -0.054
H -0.391 -1.100 0.725
H 0.339 -1.545 -0.968
H -0.099 0.987 -1.308
H -1.153 1.069 0.118
H 0.977 0.309 1.339
```

Summary:
**Energy**: -14475.6944 eV
**Spin multiplicity**: 1
**HOMO (spin up / spin down)**: -9.072 / -9.072 eV
**Molecular weight**: 75.14 g/mol
**Kohn-Sham gap (spin up / spin down)**: 0.272 / 0.272 hartree
**LUMO level (spin up / spin down)**: -1.681 / -1.673 eV
**Energy relative to the best compared isomer or geometry (same formula, charge and spin)**: 107.1 kcal/mol

Partial atomic charges computed with the natural (NBO) method, in multiples of e: C -0.249; C -0.251; N -0.559; S -0.114; H 0.183; H 0.210; H 0.202; H 0.201; H 0.377

# 5
ORCA calculation (wB97M-V/def2-TZVPD) on a molecular structure, C28H52ClLaOP at a distorted geometry.

Geometry as XYZ:
```
84
Properties=species:S:1:pos:R:3
La -1.107 -1.264 -1.496
P 1.056 0.153 0.451
Cl 0.599 -1.601 -3.579
C -0.456 -2.922 -0.487
H -0.605 -3.922 -0.915
H 0.097 -2.935 0.461
C 0.630 1.843 -0.302
C 2.841 -0.296 0.094
C 0.844 1.888 -1.827
H -0.458 1.906 -0.102
C 0.172 3.141 -2.410
H 1.922 1.932 -2.045
H 0.483 0.986 -2.354
C 0.687 4.424 -1.751
H 0.342 3.178 -3.492
H -0.913 3.065 -2.253
C 0.663 4.362 -0.218
H 1.716 4.611 -2.085
H 0.087 5.277 -2.087
C 1.269 3.070 0.351
H 1.197 5.223 0.201
H -0.379 4.435 0.125
H 2.354 3.064 0.169
H 1.130 3.061 1.440
C 1.004 0.370 2.315
C 3.776 0.881 -0.192
H 3.181 -0.780 1.028
C 5.212 0.397 -0.433
H 3.426 1.424 -1.080
H 3.776 1.598 0.643
C 5.296 -0.659 -1.540
H 5.844 1.257 -0.683
H 5.598 -0.029 0.504
C 4.327 -1.823 -1.308
H 5.067 -0.188 -2.505
H 6.321 -1.040 -1.606
C 2.895 -1.353 -1.021
H 4.317 -2.484 -2.182
H 4.677 -2.417 -0.454
H 2.459 -0.946 -1.946
H 2.263 -2.215 -0.760
C -0.296 1.050 2.784
H 0.967 -0.685 2.649
C -0.388 1.111 4.313
H -0.360 2.068 2.372
H -1.167 0.504 2.401
C 0.855 1.727 4.964
H -1.280 1.682 4.598
H -0.524 0.090 4.695
C 2.153 1.077 4.474
H 0.882 2.803 4.748
H 0.785 1.625 6.052
C 2.256 1.003 2.944
H 3.018 1.627 4.864
H 2.216 0.055 4.872
H 2.409 2.017 2.543
H 3.153 0.426 2.682
C -2.326 -1.135 0.631
C -2.221 -2.379 0.097
H -1.427 -0.544 0.862
C -2.777 -3.437 1.125
H -2.837 -2.573 -0.840
C -4.207 -3.083 1.544
H -2.713 -4.438 0.683
H -2.111 -3.413 1.993
C -4.336 -1.628 2.020
H -4.872 -3.240 0.688
H -4.542 -3.760 2.336
C -3.650 -0.622 1.065
H -5.393 -1.367 2.153
H -3.860 -1.542 3.005
H -4.292 -0.489 0.174
H -3.577 0.372 1.534
C -4.409 -0.592 -4.301
C -3.961 -1.847 -3.569
C -3.439 -2.925 -4.505
O -2.996 -1.531 -2.596
H -3.560 -0.102 -4.791
H -4.856 0.117 -3.600
H -5.154 -0.839 -5.062
H -4.848 -2.256 -3.064
H -2.483 -2.624 -4.952
H -3.276 -3.856 -3.954
H -4.161 -3.122 -5.304
```

Summary:
**Energy**: -54597.1137 eV
**Spin multiplicity**: 1
**HOMO**: -2.336 eV
**Molecular weight**: 610.06 g/mol
**Kohn-Sham gap**: 0.176 hartree
**LUMO level**: 2.450 eV
**Net charge**: -1
**Energy relative to the best compared isomer or geometry (same formula, charge and spin)**: 0.0 kcal/mol

Partial atomic charges computed with the Löwdin method, in multiples of e: La 1.377; P 1.092; Cl -0.288; C -0.366; H 0.021; H 0.013; C -0.435; C -0.434; C -0.221; H 0.111; C -0.193; H 0.102; H 0.037; C -0.208; H 0.112; H 0.116; C -0.198; H 0.110; H 0.103; C -0.219; H 0.104; H 0.113; H 0.101; H 0.081; C -0.423; C -0.217; H 0.107; C -0.203; H 0.094; H 0.092; C -0.209; H 0.104; H 0.110; C -0.197; H 0.114; H 0.100; C -0.252; H 0.111; H 0.109; H 0.030; H 0.091; C -0.208; H 0.120; C -0.198; H 0.103; H 0.084; C -0.212; H 0.108; H 0.115; C -0.203; H 0.110; H 0.102; C -0.216; H 0.104; H 0.112; H 0.095; H 0.097; C -0.439; C -0.538; H -0.014; C -0.185; H 0.094; C -0.214; H 0.093; H 0.103; C -0.219; H 0.106; H 0.095; C -0.242; H 0.090; H 0.097; H 0.095; H 0.097; C -0.084; C -0.587; C -0.077; O -0.512; H 0.076; H 0.067; H 0.063; H 0.120; H 0.072; H 0.071; H 0.063

# 6
ORCA calculation (wB97M-V/def2-TZVPD) on 2 unconnected molecules or ions with the total composition C7H6N2S at a distorted geometry.

Geometry as XYZ:
```
16
Properties=species:S:1:pos:R:3
C 1.441 -1.038 2.546
C -1.068 1.278 0.554
C -0.052 1.937 -0.256
C -1.291 0.037 0.066
C 0.403 0.992 -1.178
C -0.129 -2.219 -2.394
C -0.353 -1.209 -1.751
N 0.771 -0.114 2.891
N -0.416 -0.088 -0.997
S 2.296 -2.205 1.968
H -1.459 1.670 1.427
H 0.494 2.903 -0.136
H -1.954 -0.810 0.357
H 1.036 1.110 -2.086
H 0.440 0.659 2.263
H -0.158 -2.904 -3.273
```

Summary:
**Energy**: -21164.0558 eV
**Spin multiplicity**: 3
**HOMO (spin up / spin down)**: -5.322 / -9.063 eV
**Molecular weight**: 150.21 g/mol
**Kohn-Sham gap (spin up / spin down)**: 0.225 / 0.218 hartree
**LUMO level (spin up / spin down)**: 0.805 / -3.125 eV
**Energy relative to the best compared isomer or geometry (same formula, charge and spin)**: 21.9 kcal/mol

Partial atomic charges computed with the natural (NBO) method, in multiples of e: C -0.174; C -0.312; C -0.293; C -0.036; C -0.044; C -0.273; C 0.164; N -0.472; N -0.400; S 0.311; H 0.225; H 0.235; H 0.240; H 0.237; H 0.334; H 0.256